[1]
{"formula": "C31H45Cl4N6O2P2SV", "method": "wB97M-V/def2-TZVPD", "species": ["V", "Cl", "C", "C", "Cl", "C", "Cl", "C", "O", "C", "O", "C", "Cl", "C", "C", "C", "C", "C", "C", "N", "N", "C", "C", "C", "C", "C", "C", "H", "H", "H", "H", "H", "H", "H", "H", "H", "C", "P", "C", "C", "C", "P", "C", "C", "H", "H", "H", "H", "H", "H", "H", "H", "H", "H", "H", "H", "H", "H", "H", "H", "C", "N", "C", "S", "N", "C", "H", "H", "H", "H", "H", "H", "H", "H", "C", "C", "C", "C", "N", "N", "H", "H", "H", "H", "H", "H", "H", "H", "H", "H", "H", "H"], "xyz": [[10.5438, 10.2725, 12.8674], [12.2261, 16.6223, 14.4983], [11.7023, 14.9848, 14.4904], [11.0654, 14.6038, 15.6604], [10.7657, 15.7632, 16.9001], [10.4586, 13.3261, 15.6993], [9.3506, 12.8341, 17.0083], [10.5978, 12.4822, 14.5803], [10.0825, 11.2286, 14.4812], [11.2206, 12.9567, 13.4017], [11.2206, 12.0850, 12.3943], [11.7523, 14.2346, 13.3417], [12.5060, 14.7483, 11.8951], [5.9965, 13.6955, 12.5513], [7.3760, 13.9309, 12.3884], [8.2172, 12.8471, 12.0910], [7.7165, 11.5786, 11.9353], [6.3152, 11.3494, 12.0859], [5.5004, 12.4151, 12.3911], [8.6381, 10.5260, 11.6566], [8.2156, 9.6075, 10.9164], [9.0872, 8.4931, 10.9235], [8.7418, 7.3976, 10.1203], [9.5475, 6.2541, 10.1574], [10.5396, 6.1178, 11.1133], [10.8981, 7.2651, 11.8574], [10.2226, 8.4995, 11.7638], [5.3232, 14.5065, 12.6687], [7.8302, 14.8541, 12.4854], [9.2075, 13.0159, 11.8114], [5.9217, 10.3634, 11.9906], [4.3980, 12.2678, 12.5071], [7.9432, 7.3555, 9.3920], [9.3091, 5.4370, 9.5135], [11.0787, 5.2059, 11.3038], [11.7471, 7.2004, 12.5689], [12.5193, 8.0629, 15.4006], [12.5489, 9.3946, 14.1445], [13.0413, 10.7737, 15.2117], [14.0032, 9.2627, 13.0964], [14.0205, 10.3334, 12.0168], [12.4281, 10.2133, 11.1222], [12.4927, 11.5699, 9.9433], [12.8651, 8.7829, 10.0597], [13.4471, 8.1018, 15.9449], [12.2180, 7.1359, 14.9038], [11.6709, 8.3541, 16.0009], [14.0647, 10.5660, 15.5982], [12.3562, 10.8037, 16.0028], [13.1468, 11.7446, 14.7044], [14.1126, 8.2699, 12.6403], [14.8504, 9.3160, 13.7819], [14.9003, 10.1429, 11.3714], [14.1195, 11.3484, 12.3642], [13.1203, 11.2362, 9.0754], [12.8174, 12.4729, 10.4448], [11.4714, 11.7718, 9.5730], [13.5964, 9.1831, 9.3162], [11.9809, 8.4521, 9.4852], [13.1899, 7.9308, 10.5734], [10.0703, 16.7510, 9.8844], [9.9794, 15.3182, 9.6602], [8.8912, 14.6630, 9.0672], [8.9364, 13.0596, 8.7303], [7.8896, 15.4421, 8.6300], [6.8890, 14.9722, 7.7281], [10.9725, 17.0635, 10.5160], [9.1337, 17.2481, 10.3505], [10.1582, 17.2748, 8.9543], [10.6671, 14.6656, 10.0388], [8.0135, 16.4637, 8.6798], [6.4037, 14.1287, 8.1909], [7.3377, 14.6203, 6.8264], [6.1753, 15.7697, 7.6111], [7.6950, 7.3051, 16.3703], [7.9671, 6.7761, 14.9615], [6.7717, 7.0910, 14.1141], [8.2837, 5.2619, 14.9269], [9.2166, 7.4116, 14.4356], [9.1366, 8.8574, 14.2754], [6.7394, 6.9206, 16.8075], [7.6136, 8.3964, 16.3910], [8.5529, 7.0580, 17.0228], [5.8342, 6.8516, 14.6067], [6.8420, 6.4780, 13.1952], [6.5057, 8.1404, 13.8567], [7.3763, 4.7134, 15.2028], [8.9911, 5.0403, 15.7407], [8.7454, 5.0086, 14.0177], [9.4541, 7.0581, 13.5453], [9.2510, 9.3703, 15.1669], [8.2155, 9.1026, 14.0463]], "atomic_forces_ev_per_a": [[-0.46, -0.07, -0.12], [0.59, 0.30, -0.71], [0.06, 1.75, 0.49], [-1.31, -1.40, 0.26], [0.03, -0.53, 0.15], [-0.50, -0.09, 0.12], [1.15, 0.32, -0.99], [-0.65, 0.10, 0.10], [0.79, 0.87, -0.44], [-0.46, -0.95, 0.46], [-0.11, -0.39, 0.61], [0.06, -0.87, 0.12], [0.21, 0.25, -0.13], [1.76, 0.11, -0.64], [-1.16, -2.79, -0.07], [-1.50, 0.74, 0.11], [-1.47, -0.18, 0.10], [1.66, 0.28, 0.04], [-1.50, -0.23, 0.15], [-0.06, -0.47, 0.00], [0.45, 0.26, 0.76], [-0.16, -0.11, -0.41], [1.16, -0.48, -0.18], [-0.55, 0.13, 0.65], [0.36, 1.64, 0.46], [0.23, 0.12, 0.34], [0.07, -1.00, -0.12], [-0.44, 0.61, 0.42], [0.50, 1.94, 0.12], [1.51, 0.30, -0.05], [-0.19, -0.55, -0.13], [1.13, -0.02, -0.15], [-0.26, 0.63, 0.26], [-0.15, -0.44, -0.30], [0.06, -0.25, -0.27], [-0.55, -0.16, -0.53], [-0.80, 0.45, -1.53], [-0.58, 0.52, 0.24], [2.11, 0.15, -1.00], [0.90, -0.73, 0.25], [0.31, -0.37, -0.20], [0.29, -0.58, -0.34], [-0.55, -0.36, -1.10], [-1.15, 1.49, -1.83], [0.27, -0.47, 0.23], [0.51, -0.12, 0.40], [-0.16, -0.04, 0.57], [-0.65, -0.08, -0.03], [-0.97, 0.42, 1.24], [-0.43, -0.35, 0.13], [-0.33, 0.13, 0.02], [0.24, 0.20, -0.09], [-0.63, 0.17, -0.04], [0.03, 0.37, 0.55], [-0.38, 0.67, 0.83], [0.29, 0.05, -0.13], [0.33, -0.03, 0.04], [-0.28, -0.62, 0.70], [0.27, 0.23, 0.17], [0.77, -1.06, 0.82], [-0.38, 1.09, 1.48], [-1.17, -0.89, 0.19], [1.56, 1.90, -0.03], [0.15, -1.35, 0.12], [0.93, 1.73, 0.78], [-0.48, -0.26, 0.77], [-1.34, -0.85, -0.81], [1.32, -1.16, -0.22], [0.33, 0.28, -0.81], [-0.34, 0.63, -0.16], [-0.06, -1.01, 0.04], [-0.39, -0.33, 0.03], [0.12, -0.05, -0.93], [-0.26, 0.17, -0.43], [0.32, -0.30, 0.78], [0.58, 0.53, 0.34], [-1.25, -0.10, -1.46], [-0.64, 1.17, 2.57], [-0.28, 1.51, 1.80], [1.60, -0.16, 0.65], [0.91, 0.08, -0.42], [-0.11, -0.05, -0.17], [-0.50, -0.03, -0.08], [-0.01, -0.71, 0.25], [-0.29, 0.54, 0.13], [0.98, -0.28, 0.00], [0.16, -0.14, -0.64], [-0.02, 0.12, -0.31], [0.17, -0.67, -1.37], [0.08, -0.47, -1.13], [0.44, -0.79, -0.38], [-1.83, 0.43, -0.90]], "charge": 1, "relative_energy_ev": 1.2888, "homo_lumo_gap_ev": [6.3, 6.6], "spin_multiplicity": 2, "s2": 0.81, "homo_ev": [-10.2410, -10.2413], "lumo_ev": [-3.91, -3.67]}


[2]
{"formula": "C10H14BClEuN6O4", "method": "wB97M-V/def2-TZVPD", "species": ["C", "N", "N", "C", "C", "B", "N", "N", "C", "C", "C", "Eu", "N", "N", "C", "C", "C", "H", "H", "H", "H", "H", "H", "H", "H", "H", "H", "H", "C", "H", "H", "H", "O", "Cl", "O", "O", "O"], "xyz": [[2.4872, -2.1164, 0.2478], [1.3259, -1.4518, 0.1803], [0.2935, -2.3453, -0.1078], [0.8307, -3.5934, -0.1722], [2.2498, -3.5068, 0.0476], [-1.2123, -1.7561, -0.2748], [-1.7578, -0.8031, 0.8829], [-0.9934, 0.2648, 1.3509], [-1.7056, 0.8636, 2.3349], [-2.9293, 0.1795, 2.5362], [-2.9221, -0.8591, 1.5856], [1.2323, 0.8112, -0.0792], [-1.3639, -0.9961, -1.6475], [-0.6539, 0.1672, -1.9364], [-1.0168, 0.5228, -3.2043], [-1.9237, -0.4217, -3.7315], [-2.1257, -1.3450, -2.7070], [-0.6412, 1.3904, -3.7391], [-2.7411, -2.2337, -2.6693], [-2.3539, -0.4528, -4.7206], [-1.9541, -2.7236, -0.3155], [-3.6373, -1.6516, 1.3708], [0.1096, -4.4215, -0.3580], [-3.6978, 0.4121, 3.2684], [3.0057, -4.2973, 0.0670], [-1.3321, 1.7454, 2.8490], [3.3912, -1.5168, 0.4371], [-0.1707, 2.4017, -0.6597], [0.3083, 2.9981, 0.2086], [-0.5711, 3.2469, 0.7829], [1.0674, 2.8971, 1.0307], [0.9151, 3.6512, -0.3921], [2.9136, 4.0385, 2.1297], [3.7393, 3.0403, 1.5193], [4.3037, 3.5519, 0.3086], [4.7032, 2.4800, 2.4348], [2.8273, 1.8293, 1.1420]], "atomic_forces_ev_per_a": [[-0.67, -1.13, -0.14], [-0.86, -0.39, -0.65], [0.47, 1.31, 0.49], [0.40, 0.39, 0.16], [-1.17, 0.86, -0.13], [-0.42, -1.46, 1.30], [0.96, 0.20, -0.06], [0.06, 0.48, -0.32], [0.08, -1.05, -0.97], [0.35, -0.48, -0.86], [0.54, 0.41, 0.23], [1.12, -1.14, 1.69], [-1.07, -0.84, -1.70], [-0.18, 1.48, -2.77], [1.43, 0.04, 2.61], [-0.43, -0.06, -0.46], [0.78, -0.62, 2.51], [0.12, -0.09, 0.39], [0.03, 0.09, -0.03], [0.00, 0.07, -0.03], [0.34, 0.54, -0.17], [0.18, 0.34, 0.19], [1.11, 0.55, 0.19], [0.24, -0.14, -0.28], [-0.61, 0.32, -0.03], [0.00, -0.30, -0.09], [-0.27, -0.78, 0.00], [0.59, 0.11, 1.60], [-1.14, 0.77, -0.61], [-0.28, 1.44, -0.44], [-0.39, -1.47, -0.55], [-0.55, 1.85, -0.09], [-0.42, -1.06, -0.34], [2.52, 0.98, 1.62], [-0.53, -0.99, 0.32], [-1.44, 0.67, -1.49], [-0.92, -0.86, -1.08]], "charge": 2, "homo_lumo_gap_ev": [6.3, 3.7], "spin_multiplicity": 8, "s2": 15.77, "homo_ev": [-15.9641, -15.7406], "lumo_ev": [-9.70, -12.08]}


[3]
{"formula": "C20H29O19", "method": "wB97M-V/def2-TZVPD", "species": ["C", "C", "O", "H", "H", "H", "H", "H", "C", "C", "O", "C", "O", "O", "H", "H", "H", "H", "C", "C", "O", "C", "O", "O", "H", "H", "H", "H", "C", "C", "O", "C", "O", "O", "H", "H", "H", "H", "C", "C", "O", "C", "O", "O", "H", "H", "H", "H", "C", "C", "O", "C", "O", "O", "H", "H", "H", "H", "C", "C", "O", "C", "O", "O", "H", "H", "H", "H"], "xyz": [[-30.4457, -26.4292, 10.2430], [-29.3458, -26.0576, 9.2702], [-28.0420, -26.5839, 9.4401], [-30.7005, -27.4879, 10.2899], [-31.3864, -25.9417, 9.9868], [-30.2913, -26.1387, 11.2822], [-29.1672, -24.9985, 9.4559], [-29.6975, -26.1582, 8.2434], [-35.0886, -27.1863, 15.3117], [-34.6605, -28.6643, 15.3892], [-35.7183, -29.3156, 14.7957], [-36.4885, -28.4756, 14.1215], [-37.4855, -28.7811, 13.4793], [-36.0129, -27.2226, 14.2999], [-34.1702, -26.6837, 15.0081], [-35.3823, -26.8165, 16.2941], [-34.3834, -28.8762, 16.4219], [-33.7348, -28.8893, 14.8595], [-24.0762, -20.0001, 9.6243], [-23.1953, -21.1847, 9.8565], [-21.9218, -20.7613, 9.4236], [-21.8693, -19.4738, 9.5379], [-20.8326, -18.7697, 9.3770], [-23.0630, -18.9889, 9.6140], [-24.8425, -19.8597, 10.3867], [-24.5003, -19.9315, 8.6225], [-23.4516, -22.1149, 9.3495], [-23.2971, -21.3593, 10.9276], [-25.5509, -28.6082, 3.3491], [-25.5196, -27.1622, 2.8104], [-25.0197, -27.2866, 1.4805], [-24.4385, -28.4661, 1.3625], [-23.7154, -28.8468, 0.4884], [-24.6993, -29.2616, 2.4450], [-26.5701, -28.9567, 3.1821], [-25.1360, -28.7636, 4.3450], [-24.9251, -26.5294, 3.4694], [-26.5786, -26.9044, 2.8148], [-32.3095, -18.9288, 9.0728], [-33.7121, -19.1676, 8.5600], [-34.4231, -19.1348, 9.8362], [-33.5368, -19.4577, 10.8194], [-33.7906, -19.7821, 11.9677], [-32.4059, -19.3999, 10.3747], [-32.2599, -17.8452, 8.9660], [-31.4996, -19.4125, 8.5266], [-33.7414, -20.1084, 8.0104], [-34.0822, -18.3423, 7.9518], [-28.2110, -22.7819, 16.0748], [-27.3630, -23.9875, 16.1312], [-27.9778, -24.6800, 17.1833], [-28.9449, -23.9692, 17.7849], [-29.7728, -24.3929, 18.6155], [-28.9755, -22.7759, 17.2808], [-28.9834, -22.8871, 15.3131], [-27.6232, -21.8701, 15.9684], [-26.3424, -23.6819, 16.3618], [-27.3028, -24.5756, 15.2154], [-26.2156, -32.3587, 12.8122], [-26.0638, -33.1555, 11.5661], [-25.5548, -34.3998, 12.0156], [-25.3487, -34.4757, 13.2988], [-24.8698, -35.3998, 13.9273], [-25.4277, -33.1697, 13.7142], [-27.2485, -32.2113, 13.1277], [-25.8089, -31.3504, 12.8906], [-25.4512, -32.5731, 10.8779], [-27.0096, -33.3910, 11.0780]], "atomic_forces_ev_per_a": [[-0.85, -0.58, 0.45], [3.10, 0.14, 0.86], [-1.67, -0.44, -0.01], [0.27, -0.37, -0.23], [-0.24, 0.28, -0.35], [0.61, 0.14, 0.08], [-0.68, 1.06, -0.29], [-0.47, -0.21, -0.50], [3.01, -1.08, 0.56], [1.82, 1.38, 0.86], [-0.84, -2.18, 0.31], [-2.55, -0.10, -1.27], [2.61, 0.82, 1.43], [-1.83, 0.89, -1.11], [-0.40, 0.71, -0.12], [-0.77, 0.18, -0.32], [-0.93, -0.81, 0.15], [-0.10, 0.19, -0.50], [0.18, 0.34, -1.50], [-1.19, -1.52, 0.40], [0.78, -2.50, 0.63], [5.10, 3.81, -2.03], [-3.56, -2.58, 1.01], [-2.19, 2.52, 1.32], [0.29, 0.27, -0.05], [-0.37, -0.31, 0.09], [-0.06, 0.24, -0.10], [1.00, -0.32, 0.21], [0.05, 0.55, -0.68], [-1.09, -0.64, 1.36], [-0.31, 0.88, 0.42], [1.39, -2.05, 0.15], [-0.65, 0.63, 0.00], [0.57, -0.30, -0.89], [0.08, -0.50, 0.63], [-0.52, 0.17, 0.02], [0.11, 0.32, -0.59], [0.35, 0.94, -0.36], [-0.52, 0.98, -1.88], [-0.12, -0.09, 0.43], [-0.91, -0.50, -0.83], [-6.02, -1.05, 3.91], [-0.43, 0.75, -1.83], [7.97, 0.21, -1.34], [1.03, 0.19, 0.92], [-0.16, -0.04, 0.24], [-0.79, -0.23, 0.36], [-0.04, -0.25, 0.03], [-1.27, 1.36, -1.35], [1.05, 0.16, 0.08], [0.11, -2.14, 1.02], [-2.93, -2.46, 2.46], [3.12, 1.05, -2.30], [0.27, 2.01, -0.17], [0.30, 0.41, -0.44], [-0.42, 0.07, 0.05], [0.17, -0.42, 0.48], [-0.43, -0.09, 0.13], [0.17, 0.18, 1.70], [-0.89, 0.49, -0.95], [-0.31, -1.88, -2.75], [2.60, 1.16, 1.43], [-1.60, 1.58, -1.07], [-0.90, -0.02, 2.20], [-0.11, -0.64, 0.34], [0.40, -0.20, -0.65], [0.57, -0.90, -0.23], [0.04, 0.26, -0.05]], "charge": -1, "homo_lumo_gap_ev": 4.3, "spin_multiplicity": 1, "homo_ev": -2.6763, "lumo_ev": 1.62}


Going through the records in order, we get largest force on an atom values of 3.02 3.16 8.09 eV/Å.
Going through the records in order, we get energy values of -5552.73817 -2213.39000 -2208.96042 a.u..